The following is a DFT calculation (the ωB97M-V functional and the def2-TZVPD basis) of C3H6O3Pt as an isolated structure.

The multiplicity is 4. For the energy above the lowest of the compared OMol25 structures with the same formula, charge and spin, the calculation gives 316.1 kJ/mol. Its charge is +1. As for the gap between HOMO and LUMO (spin up / spin down): 8.88 / 4.94 eV. As for the electronic energy: -462.27776 Ha. The strongest force on any atom is 3.23 eV Å⁻¹. For the molecular weight, the calculation gives 285.156 g/mol.

Atoms and positions in Å:
C 0.509 -1.089 -1.116
C 0.661 0.183 -0.485
O -0.530 0.708 0.087
C -0.479 1.846 0.745
O -1.725 1.974 1.178
Pt -2.558 0.155 0.377
H 1.166 -1.197 -1.983
H -0.474 -1.557 -0.999
H 1.202 0.971 -1.013
H -1.884 2.813 1.632
H 1.508 -0.549 0.582
O 1.614 -1.880 0.228
H 0.990 -2.377 0.766